Molecular formula: C11H15N
Method: DFT, the ωB97M-V functional and the def2-TZVPD basis

The LUMO energy comes out at 0.93 eV. The SMILES is Cc1c[nH]c2ccccc12.CC. For the HOMO energy, the calculation gives -7.92 eV. For the HOMO-LUMO gap, the calculation gives 8.85 eV. As for the energy relative to the best compared isomer or geometry (same formula, charge and spin): 9.9 kcal/mol. The value obtained for the energy is -13140.36390 eV.

Geometry as ORCA input:
```
! RIJCOSX wB97M-V def2-TZVPD def2/J DEFGRID3
* xyz 0 1
N -1.035 -1.520 0.585
C 0.152 -0.841 0.797
C 0.535 -1.980 -2.738
C 0.902 -0.938 -0.409
C 0.089 -1.633 -1.375
C 2.115 -0.285 -0.467
C 0.575 -0.217 1.970
C -1.394 2.762 0.976
C 2.577 0.385 0.671
C 1.861 0.319 1.870
C -1.004 -2.092 -0.689
C -2.105 1.792 0.048
H -1.464 1.005 -0.337
H -1.488 -2.012 1.331
H 2.303 0.795 2.738
H 3.521 0.898 0.593
H -0.448 3.065 0.518
H -1.093 2.343 1.937
H 1.034 -1.093 -3.144
H -2.514 2.331 -0.808
H 2.696 -0.252 -1.381
H -0.029 -0.307 2.859
H -1.883 3.717 1.179
H -2.995 1.356 0.511
H 1.302 -2.753 -2.854
H -1.912 -2.585 -1.000
H -0.298 -2.258 -3.380
*
```